{"formula": "C13H26CrNO7Se2", "method": "the ωB97M-V functional and the def2-TZVPD basis", "multiplicity": 5, "total_charge": 1, "s2": 6.108, "gap_ev": [6.66, 6.75], "total_energy_ev": -188829.518, "elements": ["Cr", "C", "C", "O", "C", "C", "O", "C", "C", "O", "C", "C", "O", "H", "H", "H", "H", "H", "H", "H", "H", "H", "H", "H", "H", "H", "H", "H", "H", "O", "C", "C", "C", "O", "C", "Se", "C", "Se", "H", "H", "H", "H", "H", "H", "H", "H", "H", "H", "O", "N"], "positions_angstrom": [[0.179, 0.010, 0.226], [2.907, 0.136, -1.442], [2.429, -1.302, -1.616], [2.061, -1.874, -0.371], [3.163, -2.177, 0.487], [2.765, -1.978, 1.931], [2.393, -0.618, 2.067], [1.860, -0.228, 3.315], [0.812, 0.891, 3.069], [0.839, 1.366, 1.709], [2.027, 2.138, 1.428], [2.310, 2.060, -0.059], [2.079, 0.701, -0.430], [2.796, 0.687, -2.379], [3.945, 0.200, -1.107], [3.193, -1.894, -2.127], [1.524, -1.308, -2.224], [4.007, -1.517, 0.267], [3.478, -3.210, 0.321], [3.620, -2.219, 2.572], [1.930, -2.629, 2.199], [2.663, 0.121, 3.970], [1.362, -1.068, 3.806], [0.972, 1.741, 3.732], [-0.197, 0.516, 3.222], [2.857, 1.700, 1.979], [1.863, 3.167, 1.752], [3.347, 2.336, -0.257], [1.653, 2.708, -0.642], [-4.321, -0.598, -3.498], [-4.586, 0.168, -2.338], [-3.299, 0.230, -1.496], [-3.623, 1.165, -0.327], [-2.725, 0.960, 0.754], [-3.033, -1.209, -1.034], [-1.208, -1.851, -0.758], [-2.193, 0.780, -2.403], [-0.560, 1.477, -1.582], [-5.117, -0.654, -4.035], [-5.386, -0.285, -1.741], [-4.888, 1.189, -2.598], [-4.646, 0.966, 0.014], [-3.576, 2.200, -0.683], [-2.940, 1.586, 1.452], [-3.404, -1.897, -1.793], [-3.531, -1.431, -0.088], [-2.590, 1.639, -2.946], [-1.923, 0.033, -3.147], [-0.097, -1.581, 1.686], [-1.190, -1.342, 1.160]], "forces_ev_per_angstrom": [[-0.22, -0.32, -0.47], [-0.08, -0.03, -0.03], [0.02, 0.05, -0.02], [-0.05, -0.02, 0.00], [0.02, 0.06, 0.02], [0.00, -0.01, -0.01], [-0.03, 0.00, -0.01], [-0.02, 0.03, 0.01], [0.02, -0.10, -0.09], [0.03, 0.26, 0.14], [0.01, -0.08, -0.01], [-0.07, -0.02, -0.02], [0.14, 0.17, 0.16], [0.01, -0.02, -0.01], [0.00, 0.01, 0.00], [0.01, 0.00, 0.01], [-0.01, -0.01, 0.00], [-0.01, -0.02, -0.02], [0.01, -0.01, 0.02], [0.00, -0.01, -0.01], [0.00, 0.00, 0.01], [0.00, 0.01, 0.00], [0.01, -0.01, 0.01], [0.00, 0.00, 0.01], [0.00, 0.00, 0.00], [0.01, 0.03, 0.02], [0.00, 0.02, -0.03], [0.02, 0.00, 0.03], [0.02, 0.01, -0.01], [0.00, 0.00, -0.01], [-0.01, -0.03, 0.01], [0.09, 0.11, 0.03], [-0.03, 0.02, -0.02], [0.04, -0.06, 0.03], [0.03, -0.03, 0.05], [-0.02, 0.15, 0.04], [-0.09, -0.06, 0.03], [0.03, 0.05, 0.01], [-0.02, 0.00, -0.01], [0.00, 0.00, -0.01], [0.00, 0.01, 0.01], [-0.01, 0.01, -0.03], [0.02, -0.01, -0.01], [0.00, 0.00, -0.03], [0.01, -0.02, 0.00], [0.03, 0.02, 0.02], [0.01, 0.00, -0.02], [0.04, 0.00, 0.02], [-0.05, -0.18, 0.14], [0.08, 0.02, 0.04]]}

{"formula": "C27H25AsBrF6GaN5O2", "method": "the ωB97M-V functional and the def2-TZVPD basis", "multiplicity": 2, "total_charge": 2, "s2": 0.779, "gap_ev": [7.56, 5.45], "total_energy_ev": -239503.445, "elements": ["Ga", "Br", "C", "C", "C", "C", "O", "C", "C", "N", "C", "C", "C", "C", "C", "C", "C", "C", "N", "C", "C", "H", "H", "H", "H", "H", "H", "H", "H", "H", "H", "C", "C", "C", "C", "N", "C", "C", "H", "H", "H", "H", "H", "H", "H", "N", "C", "N", "C", "C", "O", "C", "C", "H", "H", "H", "H", "H", "H", "H", "H", "F", "As", "F", "F", "F", "F", "F"], "positions_angstrom": [[0.166, 0.088, 0.222], [0.077, 2.995, 7.165], [-0.194, 2.394, 5.445], [-1.489, 2.453, 4.878], [-1.686, 2.019, 3.606], [-0.595, 1.492, 2.824], [-0.808, 1.135, 1.636], [0.719, 1.421, 3.429], [1.872, 0.893, 2.724], [1.846, 0.305, 1.584], [3.039, -0.217, 1.025], [4.188, -0.532, 1.706], [5.315, -1.009, 1.012], [5.283, -1.163, -0.347], [4.102, -0.880, -1.070], [3.987, -1.018, -2.474], [2.804, -0.720, -3.085], [1.709, -0.326, -2.303], [1.784, -0.188, -0.993], [2.972, -0.433, -0.369], [0.894, 1.882, 4.711], [-2.306, 2.849, 5.464], [-2.657, 2.060, 3.133], [2.825, 1.013, 3.240], [4.245, -0.431, 2.782], [6.211, -1.248, 1.565], [6.155, -1.515, -0.882], [4.839, -1.359, -3.045], [2.676, -0.816, -4.152], [0.749, -0.144, -2.763], [1.873, 1.853, 5.173], [-2.047, -4.952, 3.296], [-1.501, -3.749, 2.599], [-0.127, -3.510, 2.543], [0.352, -2.415, 1.866], [-0.458, -1.550, 1.233], [-1.783, -1.773, 1.273], [-2.328, -2.839, 1.949], [-1.623, -5.046, 4.295], [-1.776, -5.853, 2.743], [-3.130, -4.914, 3.373], [0.570, -4.192, 3.011], [1.415, -2.232, 1.787], [-2.411, -1.089, 0.716], [-3.399, -2.979, 1.936], [-0.540, 1.620, -0.889], [-0.938, 1.939, -1.936], [-1.387, 2.282, -3.084], [-0.659, 3.220, -3.964], [-1.558, 4.420, -4.227], [-2.798, 4.005, -4.746], [-3.509, 3.201, -3.831], [-2.748, 1.918, -3.542], [-0.446, 2.693, -4.896], [0.275, 3.512, -3.487], [-1.100, 5.068, -4.973], [-1.701, 4.991, -3.300], [-4.467, 2.966, -4.292], [-3.690, 3.755, -2.900], [-2.628, 1.324, -4.450], [-3.231, 1.303, -2.784], [-0.885, -0.906, -1.203], [-1.656, -2.080, -2.530], [-1.214, -0.830, -3.656], [-3.111, -1.220, -2.194], [-2.328, -3.081, -3.704], [-1.973, -3.136, -1.214], [-0.060, -2.721, -2.657]], "forces_ev_per_angstrom": [[0.18, -0.04, -0.19], [0.01, -0.02, -0.04], [-0.01, 0.04, 0.09], [0.04, -0.04, -0.08], [0.04, 0.03, 0.03], [0.00, -0.05, -0.20], [-0.26, 0.00, 0.29], [0.01, 0.02, 0.01], [0.03, -0.06, -0.01], [-0.11, 0.21, 0.06], [0.04, 0.01, 0.01], [-0.01, 0.02, -0.02], [-0.03, 0.00, -0.05], [-0.02, 0.00, 0.03], [0.00, 0.01, -0.01], [0.00, 0.01, 0.05], [-0.03, 0.00, 0.01], [-0.02, -0.03, -0.08], [-0.07, -0.17, 0.09], [0.02, 0.01, 0.03], [0.02, -0.04, -0.11], [-0.04, 0.02, 0.02], [-0.03, 0.00, -0.02], [-0.04, -0.01, -0.01], [0.01, -0.01, 0.03], [0.03, -0.01, 0.02], [0.03, -0.01, -0.01], [0.02, -0.01, -0.02], [-0.01, 0.00, -0.03], [-0.06, -0.02, -0.02], [0.00, 0.01, 0.02], [-0.01, 0.00, 0.03], [-0.03, 0.00, -0.02], [0.02, 0.03, -0.04], [0.09, -0.08, -0.09], [-0.02, 0.12, 0.02], [-0.03, -0.01, 0.01], [0.01, -0.02, 0.00], [0.00, -0.01, 0.01], [0.01, -0.01, -0.02], [-0.01, 0.00, 0.01], [0.03, 0.00, 0.02], [0.00, 0.00, 0.05], [0.02, -0.01, 0.06], [-0.02, 0.01, 0.00], [0.28, 0.00, 0.19], [-0.02, -0.14, -0.03], [0.01, 0.15, 0.01], [0.03, 0.04, -0.07], [0.08, 0.04, -0.04], [0.01, 0.02, -0.06], [-0.08, -0.08, 0.01], [-0.13, -0.09, -0.03], [0.01, 0.01, 0.01], [-0.01, 0.00, 0.00], [0.00, -0.01, 0.04], [0.01, 0.00, 0.00], [0.02, -0.01, 0.04], [-0.01, -0.01, 0.01], [-0.01, 0.01, 0.05], [0.03, 0.02, -0.03], [-0.15, -0.05, -0.23], [0.07, 0.07, 0.05], [0.03, -0.03, 0.17], [0.12, 0.00, 0.02], [-0.02, -0.02, -0.05], [0.02, 0.04, -0.01], [-0.08, 0.13, 0.02]]}